1.
This record from OMol25 describes 17 unconnected molecules or ions with the total composition C24H88N6O17 at a distorted geometry. The level of theory is ωB97M-V with the def2-TZVPD basis set.

Geometry (Å):
O -5.751 -3.839 5.527
O -2.425 -3.054 0.628
O 5.533 0.884 -3.319
O -2.586 -1.129 -4.445
O 0.800 1.804 -0.317
O -0.377 6.043 -0.878
O -3.553 -0.534 0.120
O 0.340 2.819 2.548
O 1.638 4.829 -2.239
O -2.600 4.323 -0.047
O -1.700 1.819 -7.206
O 3.857 1.532 2.589
O 1.698 -4.241 -2.234
O -2.986 2.857 -2.673
O -0.209 -4.263 1.889
O 1.950 -1.236 6.292
O 3.298 -2.694 0.559
N -3.967 -3.160 3.316
N -0.162 -3.167 -4.154
N -1.905 4.520 -4.621
N 0.763 -1.998 -0.277
N 0.472 0.798 9.005
N 4.231 2.661 -0.346
C -3.463 -3.311 4.669
C 4.587 1.616 -2.466
C 0.905 -0.743 7.086
C -2.742 -0.617 -3.111
C 0.321 -0.694 0.157
C -5.442 -5.242 5.816
C 0.106 -0.613 1.674
C -1.215 -1.111 -5.031
C -2.384 2.555 -6.177
C 5.130 1.785 -1.101
C -0.136 -1.698 -4.135
C 2.400 -0.414 9.233
C -1.397 3.522 -5.548
C 4.956 0.499 -4.585
C 1.604 -2.278 5.304
C -0.209 2.860 -5.015
C 1.495 0.230 8.169
C -2.508 0.924 -7.887
C -2.354 -2.205 4.865
C 5.343 0.495 -0.405
C -0.387 2.091 -1.090
C -4.578 -2.974 5.605
C 1.303 -1.399 -4.517
C 1.260 0.434 -0.512
H 2.060 -1.426 9.451
H 0.108 6.812 -0.579
H -0.614 -0.535 -0.380
H 4.350 3.553 -0.805
H 6.046 2.369 -1.184
H 1.578 -1.863 -5.464
H -4.769 -5.342 6.668
H 0.907 -1.914 4.548
H 0.523 -1.591 7.654
H -2.816 1.865 -5.452
H 1.228 -3.183 5.780
H 1.176 -1.978 -1.199
H -0.198 -1.509 2.215
H -1.102 5.056 -4.327
H -0.287 1.782 -2.131
H -2.573 3.498 -3.251
H 3.795 2.312 3.141
H -4.545 -2.332 3.329
H -2.098 -1.925 5.887
H 5.927 -0.160 -1.051
H -3.776 -0.365 -2.876
H -2.091 5.118 -0.198
H -5.026 -2.014 5.351
H -2.621 -1.228 4.462
H 4.226 -0.309 -4.602
H 4.584 1.277 -5.253
H -1.272 1.635 -0.647
H -1.329 -1.576 -6.010
H 0.209 5.618 -1.504
H -2.172 0.296 -2.941
H -0.394 3.181 -1.056
H -1.081 -3.424 -3.822
H -3.450 -0.188 1.007
H 3.123 -3.572 0.897
H 1.093 -0.392 2.081
H 1.280 -4.289 -3.094
H 0.743 -4.343 1.951
H 2.016 0.955 7.543
H -2.542 -2.172 0.274
H -3.129 3.170 -6.681
H 0.975 -4.321 -1.611
H -0.949 4.143 -6.324
H 0.030 -0.357 6.561
H 0.642 3.380 -4.574
H 3.842 1.870 1.694
H -4.727 -3.821 3.241
H 2.498 -2.528 4.732
H 3.838 -2.840 -0.218
H 1.505 -0.330 -4.585
H -2.246 -1.355 -2.480
H -1.456 -2.614 4.402
H 4.377 0.023 -0.228
H -4.471 -0.374 -0.096
H -5.034 -5.731 4.931
H -4.213 -2.791 6.616
H -2.884 -3.039 1.468
H 0.654 2.531 1.690
H 3.410 -0.460 8.825
H 1.557 -2.251 0.294
H 5.806 -0.023 -5.023
H -1.822 0.226 -8.368
H 1.909 4.711 -3.149
H -0.064 -3.552 -5.083
H -0.621 0.138 1.982
H 5.864 0.729 0.524
H -3.884 2.784 -2.997
H -0.854 -0.129 -5.337
H -0.528 2.054 -4.354
H 1.482 0.170 -1.546
H -3.175 -4.357 4.774
H 0.287 2.322 -5.823
H 2.528 0.192 10.130
H -0.601 2.643 2.530
H -2.422 5.148 -5.220
H -2.652 3.904 -0.906
H 0.820 1.400 9.737
H 3.267 2.454 -0.567
H 2.222 0.458 -0.001
H -0.163 1.410 8.514
H 4.689 2.599 -2.927
H -0.298 -1.451 -3.085
H -0.353 -3.690 1.136
H 3.557 1.266 -2.412
H 2.432 5.113 -1.786
H -3.258 1.311 -8.576
H -6.387 -5.699 6.112
H -3.173 0.261 -7.333
H 2.005 -1.683 -3.733

As for the net charge: 0. The value obtained for the energy above the lowest of the compared OMol25 structures with the same formula, charge and spin is 62.8 kcal/mol. The calculation puts the orbital gap at 8.31 eV. The HOMO energy is -8.58 eV.


2.
This record from OMol25 describes a molecular structure, C24H89ClIO30P3S at a distorted geometry. The level of theory is ωB97M-V with the def2-TZVPD basis set.

Geometry (Å):
I -4.376 -1.526 3.474
Cl -1.174 -0.078 2.537
S -0.220 1.461 -0.177
P -0.776 -2.467 1.131
P -4.275 0.134 1.629
P -4.155 2.915 -0.277
O -8.559 7.665 -0.245
O -0.766 -2.877 -6.386
O -6.015 -3.422 5.850
O 2.789 4.025 2.969
O -7.843 0.273 3.945
O -10.782 1.646 4.167
O 1.468 -4.970 2.557
O 7.259 -1.954 3.742
O 1.723 -7.661 0.821
O -4.962 -1.729 -0.316
O 0.676 -2.364 1.460
O 0.631 1.913 0.919
O -5.247 9.093 3.603
O -3.584 1.415 2.367
O -3.490 4.331 0.152
O 9.733 -2.571 -0.655
O -0.487 -0.183 0.015
O 8.899 -4.744 1.342
O 9.967 -3.774 -3.583
O 6.732 -3.632 -0.584
O -7.208 6.758 2.721
O -6.647 5.327 0.142
O -1.695 2.041 0.235
O -6.183 -4.799 2.942
O -1.009 -3.352 -0.206
O -1.646 -3.143 2.303
O -4.070 6.614 -1.396
O -4.831 3.217 -1.760
O 8.786 0.391 -0.166
O 7.895 1.962 -4.051
C -5.599 -2.957 -0.668
C 3.599 -0.054 1.985
C -0.573 -0.366 -3.301
C 1.915 -0.680 -3.950
C -2.129 2.441 -2.159
C -3.005 -0.285 -2.285
C -3.599 -1.907 0.041
C -2.659 1.860 -0.824
C -3.187 0.403 -0.907
C -7.056 -2.952 -0.153
C 4.655 1.096 2.086
C -1.743 -1.102 -2.634
C 3.685 0.568 -2.488
C 5.694 1.873 -0.165
C 4.645 2.131 0.938
C 5.658 0.452 -0.793
C 0.549 -1.371 -3.667
C -2.953 -0.523 0.370
C -1.492 3.851 -2.042
C 4.555 -2.400 1.368
C 5.218 0.447 -2.272
C -1.471 -0.716 0.869
C 2.991 -0.780 -2.840
C 4.177 -1.404 2.493
H -3.577 -2.548 0.936
H -5.600 -3.038 -1.764
H -6.678 -2.790 6.148
H 9.348 -0.132 -0.751
H -3.158 0.450 -3.090
H -7.963 6.294 3.088
H 5.573 -0.492 -2.726
H 3.787 -1.463 -3.177
H 9.522 -5.268 0.826
H -5.054 -3.797 -0.218
H 4.146 -3.402 1.533
H 7.539 1.391 -4.737
H -7.177 -2.198 0.632
H 8.775 -2.648 -0.516
H 4.441 1.641 3.019
H -4.289 0.520 -0.840
H 3.482 -1.900 3.185
H -7.029 6.315 1.880
H 5.990 -3.834 -1.161
H -7.774 -2.750 -0.956
H -5.676 9.645 2.946
H 0.244 -1.947 -4.554
H -6.906 -4.783 3.573
H 6.661 0.001 -0.716
H 4.864 3.112 1.393
H 9.849 -3.224 -2.796
H -1.427 1.779 -2.675
H -5.718 2.869 -1.724
H -1.279 -3.573 -5.967
H 9.118 1.289 -0.244
H -3.071 -2.417 -0.769
H -3.870 -0.961 -2.384
H 4.993 -0.210 -0.220
H 1.278 -4.047 2.322
H -3.912 7.458 -0.959
H -11.395 1.005 4.534
H -4.254 2.087 2.508
H 3.310 -0.169 0.928
H -8.238 6.770 -0.403
H -5.811 -3.911 2.997
H 0.696 -2.046 -2.806
H -0.078 -3.342 -6.871
H 6.700 2.097 0.221
H 1.732 0.390 -4.141
H -1.367 -1.648 -1.767
H -2.063 -1.880 -3.352
H -3.311 4.936 -0.592
H -2.105 4.619 -2.538
H 2.567 -1.216 -1.925
H 8.343 -5.395 1.782
H 2.326 -1.084 -4.889
H 10.109 -2.756 0.208
H -1.640 -4.062 -0.093
H 1.249 -5.480 1.771
H 2.460 4.884 2.693
H -7.493 1.168 3.934
H 7.578 -2.859 3.791
H -6.194 6.161 -0.045
H 3.220 0.991 -1.588
H 7.811 -1.470 4.363
H 5.726 1.284 -2.770
H 5.643 -2.468 1.267
H 5.510 2.593 -0.978
H -0.941 0.077 -4.238
H -2.997 2.518 -2.833
H -4.537 6.839 -2.207
H 1.974 -7.859 1.729
H -1.909 -4.046 2.130
H -7.225 -0.235 3.407
H -10.083 1.112 3.769
H 5.664 0.670 2.182
H 0.775 -7.817 0.795
H 9.913 -3.163 -4.320
H -5.371 -3.448 6.563
H 3.505 1.279 -3.310
H 3.640 2.235 0.492
H 7.654 2.851 -4.327
H -5.728 8.257 3.549
H 5.105 -1.200 3.042
H 2.496 3.424 2.275
H 7.087 -4.486 -0.316
H 4.166 -2.048 0.400
H -7.297 -3.928 0.281
H -9.514 7.575 -0.202
H -0.119 0.400 -2.652
H -1.324 4.166 -1.008
H -6.047 4.678 -0.241
H 2.709 0.183 2.577
H -0.511 3.861 -2.540

As for the net charge: 0. The calculation puts the orbital gap at 8.38 eV. The HOMO energy is -8.78 eV.


3.
This record from OMol25 describes a molecular structure, C25H13CaCl3F9N3O2 at a distorted geometry. The level of theory is ωB97M-V with the def2-TZVPD basis set.

Geometry (Å):
Ca 0.416 0.215 -0.814
Cl 5.809 4.770 2.097
Cl 3.190 3.527 3.631
Cl 2.266 2.576 -1.316
F 1.980 1.590 -5.186
F -1.893 1.863 -3.848
F 1.851 3.747 -3.461
F -1.440 1.101 -1.892
F 0.242 2.884 -5.324
F 2.559 0.656 -1.259
F 0.029 0.749 -5.548
F 0.611 2.271 -0.181
F -1.046 3.184 -2.378
O 0.668 0.248 -3.005
O 1.605 -0.066 1.063
N -1.179 -0.887 0.459
N -1.679 1.780 1.286
N 0.640 -2.116 -1.278
C -1.748 -0.567 1.622
C -2.314 -2.988 0.509
C -2.896 -2.655 1.722
C -0.717 2.282 3.845
C 4.590 3.794 1.354
C 2.390 0.802 1.389
C -0.995 0.987 3.441
C 3.275 3.407 -0.662
C -1.459 0.793 2.146
C 4.252 4.081 0.094
C 0.685 1.695 -4.878
C -0.643 -2.499 -1.276
C 1.554 2.648 -2.770
C 1.441 -2.557 -2.241
C -1.442 3.021 1.699
C -0.986 1.951 -2.878
C 0.999 -3.377 -3.267
C -0.337 -3.734 -3.292
C -1.437 -2.085 -0.079
C -0.952 3.322 2.959
C 3.209 1.725 1.559
C -2.592 -1.436 2.301
C 4.052 2.681 2.219
C -1.173 -3.303 -2.274
C 0.476 1.489 -3.333
H 1.683 -3.700 -4.038
H -1.638 3.806 0.978
H -0.731 -4.342 -4.097
H -2.220 -3.573 -2.263
H -3.025 -1.140 3.246
H -2.499 -3.948 0.048
H -3.569 -3.344 2.213
H 4.909 2.214 2.705
H -0.821 0.143 4.094
H 2.467 -2.212 -2.196
H 4.723 4.917 -0.411
H -0.743 4.347 3.232
H -0.310 2.476 4.828

As for the net charge: 0. The value obtained for the energy above the lowest of the compared OMol25 structures with the same formula, charge and spin is 378.4 kcal/mol. The calculation puts the orbital gap (alpha / beta) at 5.43 / 6.20 eV. The HOMO energy (alpha / beta) is -7.85 / -7.99 eV.


4.
This record from OMol25 describes a molecular structure, C25H13Cl2N6O8Pb at a distorted geometry. The level of theory is ωB97M-V with the def2-TZVPD basis set.

Geometry (Å):
Pb 0.169 0.516 0.796
Cl 2.567 -5.726 3.254
Cl 1.142 -6.512 0.611
O 1.358 2.396 0.072
O 0.543 3.279 -6.092
O 1.522 -1.952 -1.700
O 0.768 1.284 -6.861
O 1.280 -1.218 4.906
O 1.802 -2.381 -3.786
O -2.252 -3.141 -0.692
O 1.194 4.176 -1.288
N 0.752 2.096 -5.962
N -2.109 0.404 -0.405
N 0.039 1.566 3.073
N 0.545 -1.116 2.700
N 1.646 -1.614 -2.875
N -0.825 -1.844 0.608
C 0.709 -2.338 2.347
C -2.739 1.500 -0.827
C 1.343 2.991 -1.086
C -1.857 -2.062 -0.355
C 1.513 -3.335 3.008
C -0.221 2.865 3.210
C 0.617 2.874 5.440
C 1.266 0.246 -4.445
C 0.902 1.522 5.299
C 1.150 2.515 -3.562
C -0.065 -2.753 1.082
C -2.534 -0.795 -0.843
C -3.600 -0.927 -1.711
C 1.086 1.607 -4.601
C 1.549 -0.172 -3.165
C 0.120 -4.092 0.567
C 1.436 2.053 -2.280
C 0.908 -4.947 1.222
C 0.883 -0.578 3.974
C 1.679 0.702 -2.107
C -4.256 0.218 -2.140
C -3.821 1.450 -1.692
C 1.606 -4.564 2.481
C 0.045 3.555 4.383
C 0.599 0.904 4.104
H 0.847 3.386 6.365
H -2.352 2.451 -0.476
H 1.993 0.327 -1.148
H -4.299 2.367 -2.008
H -0.183 4.609 4.448
H -0.625 3.377 2.344
H 2.043 -3.084 3.912
H -5.095 0.144 -2.820
H -0.374 -4.387 -0.343
H 0.965 3.568 -3.727
H -3.901 -1.916 -2.028
H 1.348 0.942 6.094
H 1.175 -0.437 -5.275

As for the net charge: +1. The value obtained for the energy above the lowest of the compared OMol25 structures with the same formula, charge and spin is 27.2 kcal/mol. The calculation puts the orbital gap at 5.82 eV. The HOMO energy is -11.82 eV.


5.
This record from OMol25 describes a molecular structure, C25H14BrN4O10SW at a distorted geometry. The level of theory is ωB97M-V with the def2-TZVPD basis set.

Geometry (Å):
W -0.280 0.679 0.178
Br 2.071 0.234 2.818
S 1.252 0.633 -2.257
O 1.250 -3.081 -0.197
O -2.307 0.779 0.114
O -0.667 1.542 1.980
O 0.285 4.269 -1.635
O -4.315 0.073 0.704
O -0.546 2.365 -0.878
O -3.717 6.674 3.540
O 1.121 -0.860 0.086
O -1.865 1.461 3.871
O -5.536 5.815 4.269
N -0.814 -0.845 1.477
N -4.525 5.772 3.600
N -0.915 -0.570 -1.533
N 1.463 1.863 0.644
C -1.344 -1.993 -3.840
C -4.833 2.310 2.240
C -1.888 -1.514 3.472
C -0.275 -1.138 -3.748
C -1.396 0.935 2.885
C 0.348 3.274 -0.964
C -2.925 3.362 1.233
C -1.965 -1.395 -1.628
C -4.258 4.541 2.813
C -1.462 -0.532 2.603
C 0.748 -2.086 0.285
C -0.061 -0.422 -2.555
C -1.580 -2.831 3.192
C 1.535 2.995 -0.044
C 3.366 2.572 1.906
C -3.176 4.515 1.959
C -5.101 3.457 2.963
C -0.755 -3.114 2.110
C 3.501 3.663 1.098
C 2.322 1.693 1.652
C -3.744 2.257 1.381
C -3.466 0.942 0.686
C 2.546 3.898 0.125
C -0.366 -2.088 1.285
C -2.215 -2.129 -2.756
H -3.072 -2.788 -2.793
H -1.913 -3.626 3.851
H 4.035 2.387 2.733
H -0.361 -4.108 1.929
H -2.415 -1.221 4.373
H 4.327 4.349 1.248
H 2.546 4.777 -0.508
H 0.429 -0.987 -4.557
H -2.541 5.386 1.875
H -2.616 -1.425 -0.766
H -5.940 3.524 3.641
H -1.515 -2.559 -4.749
H -5.449 1.425 2.339
H -2.098 3.319 0.547

As for the net charge: -1. The value obtained for the energy above the lowest of the compared OMol25 structures with the same formula, charge and spin is 21.5 kcal/mol. The calculation puts the orbital gap (alpha / beta) at 5.66 / 5.66 eV. The HOMO energy (alpha / beta) is -4.01 / -4.01 eV.